[1]
{
  "formula": "C6H15N",
  "method": "wB97M-V/def2-TZVPD",
  "elements": ["C", "N", "C", "C", "C", "C", "C", "H", "H", "H", "H", "H", "H", "H", "H", "H", "H", "H", "H", "H", "H", "H"],
  "positions_angstrom": [[-1.30, 2.40, -0.56], [-1.05, 0.96, -0.80], [0.13, 0.41, -0.06], [0.03, 0.71, 1.45], [0.43, -1.04, -0.54], [2.02, -1.51, -0.44], [-0.50, -2.05, 0.16], [-2.23, 2.62, 0.08], [-1.37, 3.03, -1.57], [-0.56, 3.06, -0.07], [-1.78, 0.30, -0.57], [0.89, 1.03, -0.63], [-0.85, 0.48, 1.91], [0.94, 0.30, 2.01], [0.09, 1.82, 1.44], [0.22, -1.08, -1.68], [2.15, -2.11, 0.34], [2.24, -1.76, -1.38], [2.58, -0.69, -0.17], [-1.50, -1.72, 0.49], [0.02, -2.34, 1.10], [-0.59, -2.80, -0.52]],
  "mulliken_charge": [-0.849, -0.333, -0.061, -1.307, 0.348, -1.718, -1.505, 0.279, 0.271, 0.310, 0.284, 0.323, 0.332, 0.338, 0.396, 0.398, 0.514, 0.424, 0.478, 0.340, 0.281, 0.458],
  "fmax_ev_per_a": 6.0,
  "de_lowest_kcal_mol": 62.8,
  "lumo_energy_ev": 1.09
}


[2]
{
  "formula": "C6H15N2",
  "method": "wB97M-V/def2-TZVPD",
  "elements": ["C", "C", "C", "C", "C", "C", "N", "N", "H", "H", "H", "H", "H", "H", "H", "H", "H", "H", "H", "H", "H", "H", "H"],
  "positions_angstrom": [[-0.56, 0.72, -0.86], [-0.88, 1.28, 0.58], [-0.26, 0.01, 0.39], [-2.39, 1.36, 0.86], [-0.16, 2.51, 1.11], [2.50, -1.98, -1.12], [-0.05, -1.20, 0.80], [1.13, -2.45, -1.04], [-1.35, 0.36, -1.36], [0.21, 1.34, -1.39], [-2.49, 1.54, 1.85], [-3.09, 0.55, 0.50], [-2.72, 2.16, 0.39], [-0.16, 2.26, 2.19], [-0.78, 3.25, 0.73], [0.87, 2.45, 0.82], [2.65, -0.91, -0.96], [2.99, -2.57, -0.30], [3.00, -2.04, -2.20], [0.35, -2.00, 0.27], [-0.38, -1.21, 1.76], [0.96, -3.44, -1.23], [0.61, -1.99, -1.78]],
  "mulliken_charge": [-0.954, 1.129, 0.230, -1.762, -1.336, -0.724, -0.180, -0.636, 0.417, 0.258, 0.538, 0.350, 0.527, 0.344, 0.438, 0.376, 0.242, 0.313, 0.284, 0.386, 0.238, 0.269, 0.253],
  "charge": 1,
  "fmax_ev_per_a": 5.9,
  "de_lowest_kcal_mol": 89.7,
  "lumo_energy_ev": -4.08
}


[3]
{
  "formula": "C6H15N2",
  "method": "wB97M-V/def2-TZVPD",
  "elements": ["C", "C", "N", "C", "C", "C", "C", "N", "H", "H", "H", "H", "H", "H", "H", "H", "H", "H", "H", "H", "H", "H", "H"],
  "positions_angstrom": [[-0.44, -2.02, 1.76], [-0.61, -0.55, 1.28], [0.43, 0.33, 1.63], [-1.35, -0.27, 0.16], [-1.39, 1.12, -0.53], [-0.39, 0.98, -1.73], [0.80, 0.10, -1.63], [1.83, 0.48, -0.64], [-0.38, -2.64, 0.75], [0.48, -2.40, 2.37], [-1.34, -2.24, 2.31], [1.01, 0.07, 2.54], [-0.05, 1.24, 1.76], [-2.16, -0.82, -0.21], [-2.45, 1.29, -0.69], [-1.00, 1.94, 0.13], [-0.19, 2.14, -1.83], [-1.05, 0.56, -2.55], [1.46, 0.15, -2.50], [0.47, -0.92, -1.43], [1.40, 0.61, 0.39], [2.37, 1.22, -0.85], [2.55, -0.34, -0.48]],
  "mulliken_charge": [-1.158, 0.587, -0.602, -0.847, -0.839, -0.402, -0.749, -0.246, 0.273, 0.365, 0.307, 0.299, 0.291, 0.513, 0.404, 0.340, 0.283, 0.286, 0.433, 0.389, 0.322, 0.341, 0.409],
  "charge": 1,
  "fmax_ev_per_a": 7.1,
  "de_lowest_kcal_mol": 69.4,
  "lumo_energy_ev": -3.24
}


[4]
{
  "formula": "C6H15N2",
  "method": "wB97M-V/def2-TZVPD",
  "elements": ["C", "N", "C", "C", "C", "C", "C", "N", "H", "H", "H", "H", "H", "H", "H", "H", "H", "H", "H", "H", "H", "H", "H"],
  "positions_angstrom": [[-2.05, -2.23, 0.54], [-1.11, -1.14, 0.90], [0.19, -1.21, 0.27], [0.97, 0.08, 0.52], [1.77, 0.50, -0.74], [0.85, 1.37, -1.59], [-0.35, 1.70, -0.70], [0.06, 1.22, 0.73], [-2.39, -2.06, -0.48], [-1.54, -3.18, 0.47], [-2.86, -2.18, 1.24], [-0.93, -1.25, 1.90], [0.15, -1.44, -0.80], [0.86, -2.03, 0.58], [1.70, 0.04, 1.33], [2.15, -0.38, -1.27], [2.68, 0.98, -0.42], [1.36, 2.25, -1.98], [0.43, 0.89, -2.47], [-1.20, 1.11, -1.03], [-0.64, 2.74, -0.55], [0.47, 2.08, 1.09], [-0.86, 0.99, 1.12]],
  "mulliken_charge": [-0.946, -0.392, -1.086, 0.176, -1.020, -0.415, -0.713, -0.231, 0.310, 0.333, 0.343, 0.252, 0.491, 0.461, 0.505, 0.377, 0.423, 0.340, 0.300, 0.279, 0.440, 0.400, 0.373],
  "charge": 1,
  "fmax_ev_per_a": 2.7,
  "de_lowest_kcal_mol": 26.7,
  "lumo_energy_ev": -3.00
}


[5]
{
  "formula": "C6H15N2",
  "method": "wB97M-V/def2-TZVPD",
  "elements": ["C", "N", "C", "C", "N", "C", "C", "C", "H", "H", "H", "H", "H", "H", "H", "H", "H", "H", "H", "H", "H", "H", "H"],
  "positions_angstrom": [[-0.56, 1.02, -0.79], [0.14, 0.40, -1.95], [0.59, 1.11, -3.19], [-0.76, 0.18, 0.37], [0.35, -0.76, 0.51], [-0.09, -1.44, 1.74], [-1.65, -1.78, 1.49], [-2.09, -0.65, 0.40], [-1.49, 1.53, -1.00], [0.04, 1.99, -0.30], [0.92, -0.15, -1.53], [1.51, 1.66, -3.04], [0.66, 0.29, -3.95], [-0.20, 1.83, -3.51], [-0.75, 0.87, 1.27], [5.75, 0.98, 2.73], [6.14, 1.60, 2.55], [0.39, -2.35, 1.79], [0.10, -0.75, 2.60], [-2.21, -1.64, 2.33], [-1.66, -2.80, 1.17], [-2.11, -0.96, -0.57], [-3.02, -0.17, 0.89]],
  "mulliken_charge": [-0.798, -0.243, -0.794, 0.456, -0.287, -0.499, -0.543, -0.814, 0.463, 0.292, 0.285, 0.311, 0.302, 0.326, 0.392, -0.024, 0.024, 0.368, 0.353, 0.333, 0.327, 0.475, 0.295],
  "charge": 1,
  "fmax_ev_per_a": 4.8,
  "de_lowest_kcal_mol": 181.4,
  "lumo_energy_ev": -8.02
}


[6]
{
  "formula": "C6H15N2",
  "method": "wB97M-V/def2-TZVPD",
  "elements": ["C", "C", "C", "C", "C", "C", "N", "N", "H", "H", "H", "H", "H", "H", "H", "H", "H", "H", "H", "H", "H", "H", "H"],
  "positions_angstrom": [[1.32, -1.27, 1.72], [1.49, -0.53, 0.73], [2.11, -0.59, -1.57], [1.65, 1.54, -0.01], [-2.19, 1.04, 0.71], [-1.94, -1.09, -0.29], [1.80, 0.09, -0.32], [-1.33, -0.19, 0.66], [0.35, -1.65, 1.80], [2.17, -1.58, 2.30], [2.14, -1.73, -1.37], [1.36, -0.28, -2.29], [3.10, -0.42, -1.95], [0.65, 1.62, -0.01], [2.11, 1.91, 0.98], [2.03, 2.10, -0.85], [-1.82, 1.55, -0.21], [-3.23, 0.72, 0.62], [-2.18, 1.55, 1.73], [-2.34, -0.41, -1.14], [-1.41, -1.97, -0.72], [-2.86, -1.45, 0.03], [-1.46, -0.49, 1.64]],
  "mulliken_charge": [-0.850, 0.730, -0.774, -0.769, -1.103, -1.053, 0.106, -0.237, 0.305, 0.303, 0.310, 0.349, 0.346, 0.247, 0.314, 0.373, 0.346, 0.431, 0.298, 0.331, 0.279, 0.477, 0.241],
  "charge": 1,
  "fmax_ev_per_a": 3.8,
  "de_lowest_kcal_mol": 109.8,
  "lumo_energy_ev": -3.42
}


[7]
{
  "formula": "C6H15N2",
  "method": "wB97M-V/def2-TZVPD",
  "elements": ["H", "N", "N", "C", "C", "C", "C", "C", "C", "H", "H", "H", "H", "H", "H", "H", "H", "H", "H", "H", "H", "H", "H"],
  "positions_angstrom": [[-0.21, 1.11, 2.01], [-0.21, 1.68, 1.16], [-0.29, 1.11, 0.13], [-0.51, 1.75, -1.14], [-0.29, -0.36, 0.08], [0.11, -0.90, -1.36], [-1.81, -0.68, 0.41], [0.65, -0.95, 1.12], [2.00, -0.31, 0.83], [0.15, 1.46, -1.89], [-0.42, 2.83, -1.24], [-1.55, 1.71, -1.49], [0.98, -0.24, -1.74], [-0.71, -0.93, -2.14], [0.30, -1.97, -1.13], [-2.04, -0.54, 1.45], [-2.37, 0.05, -0.24], [-2.00, -1.65, 0.04], [0.34, -0.76, 2.11], [0.71, -2.00, 1.06], [2.28, 0.69, 1.22], [2.13, -0.13, -0.32], [2.76, -0.96, 1.06]],
  "mulliken_charge": [0.358, -0.851, 1.091, -0.704, 0.405, -1.392, -1.406, -0.899, -0.985, 0.348, 0.362, 0.335, 0.458, 0.335, 0.390, 0.373, 0.369, 0.413, 0.436, 0.555, 0.342, 0.217, 0.450],
  "charge": 1,
  "fmax_ev_per_a": 4.3,
  "de_lowest_kcal_mol": 93.9,
  "lumo_energy_ev": -5.23
}


[8]
{
  "formula": "C6H15N2",
  "method": "wB97M-V/def2-TZVPD",
  "elements": ["N", "C", "C", "C", "C", "C", "N", "C", "H", "H", "H", "H", "H", "H", "H", "H", "H", "H", "H", "H", "H", "H", "H"],
  "positions_angstrom": [[-4.73, -0.73, -0.37], [0.20, -0.90, 0.13], [1.61, -1.26, 0.17], [2.62, -0.31, -0.55], [3.92, -0.29, -0.27], [-0.43, 0.03, 1.08], [-1.04, 1.34, 0.56], [0.05, 2.18, -0.01], [-5.65, -0.98, -0.04], [-4.48, -1.36, -1.12], [-4.78, 0.22, -0.70], [-0.39, -1.64, -0.41], [1.66, -2.09, -0.56], [2.05, -1.64, 1.09], [2.18, 0.09, -1.46], [4.28, -0.95, 0.51], [4.52, 0.37, -0.90], [-1.22, -0.50, 1.65], [0.28, 0.37, 1.81], [-1.65, 0.97, -0.17], [0.90, 1.50, -0.10], [-0.16, 2.55, -1.02], [0.24, 3.02, 0.69]],
  "mulliken_charge": [-0.670, 0.249, -0.480, -0.113, -0.759, -0.976, -0.299, -0.349, 0.235, 0.220, 0.227, 0.376, 0.306, 0.473, 0.355, 0.254, 0.276, 0.417, 0.425, 0.276, -0.034, 0.331, 0.261],
  "charge": 1,
  "fmax_ev_per_a": 3.1,
  "de_lowest_kcal_mol": 132.7,
  "lumo_energy_ev": -7.39
}


[9]
{
  "formula": "C6H15N2",
  "method": "wB97M-V/def2-TZVPD",
  "elements": ["C", "C", "C", "C", "C", "C", "N", "N", "H", "H", "H", "H", "H", "H", "H", "H", "H", "H", "H", "H", "H", "H", "H"],
  "positions_angstrom": [[-1.43, -2.30, 0.22], [-1.94, -1.99, 1.64], [2.65, 0.80, 0.80], [0.74, 0.84, -1.81], [-0.63, 1.67, -0.09], [1.46, 0.52, 0.36], [-1.11, -1.43, -0.69], [0.74, 1.45, -0.45], [-2.81, -2.54, 1.80], [-2.18, -0.92, 1.65], [-1.17, -2.02, 2.38], [3.06, -0.10, 1.33], [3.19, 1.77, 0.84], [-1.53, -3.36, 0.18], [0.38, 1.63, -2.56], [1.86, 0.64, -2.01], [0.04, 0.01, -1.96], [-1.21, 2.01, -0.95], [-0.93, 0.79, 0.49], [-0.69, 2.44, 0.66], [0.97, -0.50, 0.37], [-0.68, -1.77, -1.47], [1.21, 2.35, -0.71]],
  "mulliken_charge": [0.031, -1.088, -0.785, -0.919, -0.661, 0.176, -0.472, -0.003, 0.394, 0.234, 0.312, 0.255, 0.283, 0.399, 0.433, 0.379, 0.317, 0.361, 0.133, 0.398, 0.186, 0.239, 0.398],
  "charge": 1,
  "fmax_ev_per_a": 5.1,
  "de_lowest_kcal_mol": 87.9,
  "lumo_energy_ev": -2.87
}


[10]
{
  "formula": "C6H15N2",
  "method": "wB97M-V/def2-TZVPD",
  "elements": ["C", "C", "C", "C", "C", "C", "N", "N", "H", "H", "H", "H", "H", "H", "H", "H", "H", "H", "H", "H", "H", "H", "H"],
  "positions_angstrom": [[2.36, 0.16, -0.35], [-2.29, 0.79, 0.49], [-1.36, -0.82, -1.42], [-0.80, -0.88, 1.17], [0.32, 1.26, -0.33], [-1.15, -0.08, -0.12], [3.37, -0.57, 0.06], [1.50, 0.80, 0.36], [2.35, 0.01, -1.50], [-1.98, 1.44, 1.25], [-2.63, 1.53, -0.30], [-3.13, 0.06, 0.84], [-0.46, -0.89, -1.84], [-1.84, -1.80, -1.30], [-1.97, -0.33, -2.01], [-0.68, -0.27, 1.97], [0.06, -1.38, 0.99], [-1.67, -1.64, 1.22], [0.00, 2.04, 0.25], [0.36, 1.26, -1.34], [4.19, -0.85, -0.42], [3.73, -0.55, 0.99], [1.71, 0.71, 1.34]],
  "mulliken_charge": [0.292, -1.541, -1.763, -1.854, -1.349, 1.586, -0.336, -0.054, 0.271, 0.476, 0.390, 0.357, 0.475, 0.356, 0.504, 0.417, 0.538, 0.474, 0.491, 0.557, 0.256, 0.208, 0.251],
  "charge": 1,
  "fmax_ev_per_a": 6.7,
  "de_lowest_kcal_mol": 91.5,
  "lumo_energy_ev": -3.45
}


[11]
{
  "formula": "C6H15N2",
  "method": "wB97M-V/def2-TZVPD",
  "elements": ["C", "C", "C", "N", "H", "H", "H", "H", "H", "H", "H", "C", "C", "C", "N", "H", "H", "H", "H", "H", "H", "H", "H"],
  "positions_angstrom": [[-1.17, 0.83, -0.70], [-0.49, 2.10, -1.14], [0.04, 2.96, -0.28], [0.71, 4.15, -0.58], [-0.99, 0.63, 0.36], [-2.25, 0.89, -0.80], [-0.80, 0.00, -1.30], [-0.56, 2.36, -2.19], [0.04, 2.74, 0.79], [0.42, 4.92, 0.00], [0.65, 4.40, -1.56], [-1.18, -3.71, 0.13], [-0.29, -2.53, 0.25], [0.74, -2.48, 1.07], [1.50, -1.20, 1.18], [-0.89, -4.51, 0.80], [-2.20, -3.43, 0.40], [-1.23, -4.07, -0.90], [-0.50, -1.66, -0.36], [1.08, -3.22, 1.77], [1.07, -0.49, 0.58], [1.48, -0.83, 2.13], [2.48, -1.27, 0.88]],
  "mulliken_charge": [-1.164, -0.161, -0.080, -0.507, 0.276, 0.388, 0.243, 0.267, 0.267, 0.251, 0.244, -1.225, 0.153, -0.077, -0.219, 0.337, 0.320, 0.327, 0.012, 0.380, 0.169, 0.402, 0.396],
  "charge": 1,
  "fmax_ev_per_a": 0.5,
  "de_lowest_kcal_mol": 51.9,
  "lumo_energy_ev": -3.50
}


Table of HOMO energy (hartree), in record order: -0.316, -0.513, -0.453, -0.495, -0.490, -0.478, -0.580, -0.473, -0.496, -0.478, -0.409
Table of E (eV), in record order: -7953.041, -9436.082, -9436.963, -9438.814, -9432.107, -9435.208, -9435.901, -9434.217, -9436.162, -9436.004, -9437.720
Table of frontier orbital gap (eV), in record order: 9.69, 9.87, 9.08, 10.46, 5.30, 9.60, 10.55, 5.49, 10.63, 9.56, 7.63